Version i
DFT (ωB97M-V/def2-TZVPD) results for 2 unconnected molecules or ions with the total composition CH2INO.

Summary:
2S+1: 1
HOMO-LUMO gap (eV): 8.9
M (g mol⁻¹): 170.9

Structure (XYZ):
```
6
Properties=species:S:1:pos:R:3:mulliken_charge:R:1
C 0.97734 -0.09348 -1.17926 -0.40
N 0.60532 0.80272 -0.55749 -0.10
O 0.95257 -1.90775 0.61540 -0.62
I 2.85862 -1.37238 0.62535 0.24
H 0.71286 -1.57554 -0.23317 0.52
H 0.32760 1.63635 0.03512 0.35
```

=====

Version ii
DFT (ωB97M-V/def2-TZVPD) results for CH2INO in the gas phase.

Summary:
2S+1: 1
HOMO-LUMO gap (eV): 9.9
SMILES: NC(=O)I
M (g mol⁻¹): 170.9

Structure (XYZ):
```
6
Properties=species:S:1:pos:R:3:mulliken_charge:R:1
N 0.79190 -0.07920 -0.06813 -0.38
C -0.43868 0.14191 0.33108 0.56
O -0.98383 0.49992 1.45701 -0.54
I -1.88611 -0.13387 -1.26526 -0.07
H 1.57885 -0.04110 0.56287 0.25
H 0.93788 -0.38766 -1.01757 0.20
```

=====

Here is how they stack up, most stable first: version ii, version i.

=====

Version i
DFT (ωB97M-V/def2-TZVPD) results for C5H6N2O in the gas phase.

Summary:
2S+1: 1
HOMO-LUMO gap (eV): 9.9
SMILES: C[C@H]1[C@H]2C(=O)N=CN21
M (g mol⁻¹): 110.1

Structure (XYZ):
```
14
Properties=species:S:1:pos:R:3:mulliken_charge:R:1
C 1.27887 1.71193 0.37051 -0.88
C 1.50913 0.29293 -0.20987 -0.04
C 0.62294 -0.87517 0.14259 0.22
C -0.78625 -0.53413 0.69225 0.22
O -1.30365 -0.57845 1.76134 -0.53
N -1.57280 -0.14187 -0.37313 -0.35
C -0.75657 0.03568 -1.38772 -0.07
N 0.62867 -0.45172 -1.22464 -0.40
H 1.61229 1.76203 1.55741 0.24
H 0.09872 1.80693 0.24284 0.24
H 1.63269 2.60342 -0.22193 0.33
H 2.58071 -0.01657 -0.55735 0.31
H 1.09786 -1.76098 0.61876 0.34
H -1.19288 0.60044 -2.19277 0.36
```

=====

Version ii
DFT (ωB97M-V/def2-TZVPD) results for C5H6N2O in the gas phase.

Summary:
2S+1: 1
HOMO-LUMO gap (eV): 8.6
SMILES: [H]/N=C/n1cccc1O
M (g mol⁻¹): 110.1

Structure (XYZ):
```
14
Properties=species:S:1:pos:R:3:mulliken_charge:R:1
H -3.47661 0.18820 -0.01653 0.24
N -2.61051 -0.29883 -0.06643 -0.56
C -1.62378 0.48295 0.12476 0.04
N -0.33535 -0.05867 -0.02132 0.12
C -0.08910 -1.42922 -0.02046 -0.37
C 1.27886 -1.61695 0.03589 -0.56
C 1.89606 -0.29907 0.02003 -0.55
C 0.86603 0.64854 0.00988 0.39
O 0.77252 2.03669 -0.05401 -0.52
H -1.61369 1.57100 0.34003 0.31
H -0.83030 -2.20812 -0.23993 0.33
H 1.78765 -2.54047 0.03479 0.45
H 2.94815 -0.01444 0.07981 0.34
H 1.65720 2.49534 -0.17243 0.34
```

=====

Here is how they stack up, most stable first: version ii, version i.

=====

Version i
DFT (ωB97M-V/def2-TZVPD) results for C5H6N2O in the gas phase.

Summary:
2S+1: 1
HOMO-LUMO gap (eV): 9.1
SMILES: N#C[C@H]1OC[C@@H]2N[C@H]21
M (g mol⁻¹): 110.1

Structure (XYZ):
```
14
Properties=species:S:1:pos:R:3:mulliken_charge:R:1
N 3.60759 -0.46574 -0.46981 -0.46
C 2.40349 -0.07512 -0.23005 -0.15
C 1.18952 0.23495 0.31820 0.59
O 0.24544 1.31445 -0.06546 -0.46
C -1.17595 0.94077 -0.38313 -0.14
C -0.77066 -0.33108 -0.77876 -0.25
N -1.09773 -1.66880 -0.32271 -0.50
C 0.05564 -0.83042 0.57000 -0.43
H 1.47849 0.73901 1.22109 0.26
H -1.71575 1.84965 -1.06950 0.24
H -1.70119 1.11127 0.79308 0.17
H -0.10474 -0.50334 -1.50302 0.53
H -1.78778 -1.64543 0.47537 0.31
H -0.62636 -0.67016 1.44470 0.29
```

=====

Version ii
DFT (ωB97M-V/def2-TZVPD) results for C5H6N2O in the gas phase.

Summary:
2S+1: 1
HOMO-LUMO gap (eV): 11.1
SMILES: CC1=N[C@@H](C#N)CO1
M (g mol⁻¹): 110.1

Structure (XYZ):
```
14
Properties=species:S:1:pos:R:3:mulliken_charge:R:1
C -0.40358 2.10366 -1.02686 -0.91
C -0.10761 0.81342 -0.31444 0.61
N 0.12309 0.75901 0.90822 -0.54
C 0.50488 -1.01980 1.03939 -0.06
C -0.70898 -1.42940 1.74588 0.20
N -1.70444 -1.63793 2.23382 -0.43
C 0.59664 -1.31852 -0.36317 -0.33
O -0.00190 -0.33200 -1.09971 -0.36
H -1.35599 1.96011 -1.56129 0.29
H 0.45877 2.28749 -1.64872 0.28
H -0.63935 2.73229 -0.16709 0.29
H 1.35913 -1.31411 1.50957 0.42
H 1.70738 -1.21953 -0.63612 0.26
H 0.17198 -2.38468 -0.61948 0.26
```

=====

Here is how they stack up, most stable first: version ii, version i.

=====

Version i
DFT (ωB97M-V/def2-TZVPD) results for C5H6N2O in the gas phase.

Summary:
2S+1: 1
HOMO-LUMO gap (eV): 10.2
SMILES: O[C@@H]1Cc2n[nH]cc21
M (g mol⁻¹): 110.1

Structure (XYZ):
```
14
Properties=species:S:1:pos:R:3:mulliken_charge:R:1
O 1.26436 1.30045 -1.84090 -0.52
C 1.16357 0.79901 -0.56964 0.01
C 1.47928 -0.73189 -0.20018 -0.41
C 0.04236 -0.82793 0.43872 0.28
N -0.86380 -1.39894 1.18048 -0.82
N -1.87437 -0.50402 1.08090 0.31
C -1.47034 0.62990 0.37161 -0.92
C -0.19998 0.45344 -0.05131 0.37
H 2.17376 1.09414 -2.11433 0.35
H 1.79462 1.37145 0.06602 0.24
H 1.63237 -1.15267 -1.15131 0.23
H 2.35599 -1.02465 0.45299 0.26
H -2.72503 -0.59207 1.54318 0.17
H -2.26878 1.28564 0.16568 0.45
```

=====

Version ii
DFT (ωB97M-V/def2-TZVPD) results for a molecular structure, C5H6N2O.

Summary:
2S+1: 1
HOMO-LUMO gap (eV): 9.6
M (g mol⁻¹): 110.1

Structure (XYZ):
```
14
Properties=species:S:1:pos:R:3:mulliken_charge:R:1
C 1.20493 0.00667 -0.28351 0.42
C 0.66191 1.22128 0.26568 -0.44
C -1.55583 0.85238 -0.49580 0.14
C -0.53438 -1.49842 0.51787 -0.32
C 0.22517 -0.93077 -0.79608 -0.27
H 1.52226 2.31948 0.54891 0.33
H 0.59786 1.02606 1.63641 0.22
H -2.52210 1.13217 -1.03986 0.32
H -0.66767 -2.48717 0.88121 0.31
H 0.03915 -1.15444 1.50045 0.16
H 0.51970 -1.47439 -1.63756 0.42
N -0.67078 1.77136 -0.20235 -0.37
N -1.26212 -0.75448 -0.40678 -0.33
O 2.44189 -0.02974 -0.48861 -0.59
```

=====

Version iii
DFT (ωB97M-V/def2-TZVPD) results for a molecular structure, C5H6N2O.

Summary:
2S+1: 1
HOMO-LUMO gap (eV): 8.9
M (g mol⁻¹): 110.1

Structure (XYZ):
```
14
Properties=species:S:1:pos:R:3:mulliken_charge:R:1
C 1.60013 0.63744 0.62428 -0.93
C 0.92781 1.15663 -0.57462 0.47
C -0.91972 -0.49774 -0.14281 0.59
C -1.92064 -1.33863 -0.72629 -1.02
C -0.22364 -0.96673 0.93256 0.39
H 1.56001 -0.56016 1.02215 0.43
H 2.79739 0.89227 0.62301 0.27
H 1.00156 1.44776 1.60128 0.27
H -1.05110 1.21646 -1.39808 0.29
H -2.46413 -1.08057 -1.59452 0.33
H -2.46409 -2.10163 -0.10465 0.25
N -0.55702 0.80464 -0.56286 -0.24
N 0.42511 -1.66319 1.66326 -0.54
O 1.28834 2.05344 -1.36271 -0.56
```

=====

Version iv
DFT (ωB97M-V/def2-TZVPD) results for C5H6N2O in the gas phase.

Summary:
2S+1: 1
HOMO-LUMO gap (eV): 9.3
SMILES: c1ncn2c1CCO2
M (g mol⁻¹): 110.1

Structure (XYZ):
```
14
Properties=species:S:1:pos:R:3:mulliken_charge:R:1
C -1.46078 1.08768 0.00728 -0.31
N -2.23504 -0.05275 0.02497 -0.58
C -1.37924 -1.05119 0.09918 -0.10
N -0.08918 -0.56752 -0.23352 0.29
C -0.07999 0.75868 -0.17725 0.18
C 1.25915 1.11524 0.10270 -0.36
C 2.04832 -0.19204 -0.04526 -0.31
O 1.08817 -1.10354 0.13868 -0.29
H -1.58013 2.31086 0.25959 0.21
H -1.66858 -2.17271 0.00085 0.29
H 1.65914 1.94207 -0.62446 0.25
H 1.41475 1.35568 1.07074 0.25
H 2.85128 -0.27102 0.89512 0.23
H 2.56294 -0.30487 -1.17134 0.24
```

=====

Here is how they stack up, most stable first: version i, version iii, version iv, version ii.

=====

Version i
DFT (ωB97M-V/def2-TZVPD) results for C5H6N2O in the gas phase.

Summary:
2S+1: 1
HOMO-LUMO gap (eV): 8.9
SMILES: CN(C=O)/C=C/C#N
M (g mol⁻¹): 110.1

Structure (XYZ):
```
14
Properties=species:S:1:pos:R:3:mulliken_charge:R:1
C -1.05430 -0.49682 -2.26922 -0.88
N -0.04326 0.05369 -1.27407 -0.02
C 1.26522 0.53743 -1.58113 0.15
O 1.95409 1.13891 -0.76643 -0.49
C -0.41859 -0.07706 0.00025 -0.25
C 0.07693 0.09422 1.34791 -0.51
C -0.69572 -0.34859 2.44792 0.22
N -1.17531 -0.85345 3.42037 -0.47
H -0.59768 -0.50087 -3.22708 0.33
H -1.09450 -1.62904 -1.93657 0.34
H -2.04933 0.09964 -2.06168 0.28
H 1.85990 0.28122 -2.64686 0.23
H -1.23113 -0.63005 -0.07977 0.57
H 0.96869 0.61108 1.38485 0.50
```

=====

Version ii
DFT (ωB97M-V/def2-TZVPD) results for C5H6N2O in the gas phase.

Summary:
2S+1: 1
HOMO-LUMO gap (eV): 9.4
SMILES: [H]/N=C/C/C=N\C=C=O
M (g mol⁻¹): 110.1

Structure (XYZ):
```
14
Properties=species:S:1:pos:R:3:mulliken_charge:R:1
H 0.52011 2.50031 1.34305 0.22
N 0.11172 1.85725 0.66980 -0.48
C 0.88004 0.98465 0.19723 0.02
C 0.33672 -0.02737 -0.76218 -0.72
C -0.02154 -1.27125 0.01584 -0.02
N -1.14920 -1.63372 0.45475 -0.53
C -2.33247 -0.94345 0.33579 -0.37
C -2.57831 0.28676 -0.05213 0.58
O -2.90253 1.35973 -0.35175 -0.33
H 1.93585 0.84785 0.47118 0.36
H 1.08314 -0.27711 -1.51652 0.29
H -0.56571 0.37145 -1.23157 0.25
H 0.79406 -1.95051 0.23713 0.39
H -3.19813 -1.51228 0.66025 0.32
```

=====

Version iii
DFT (ωB97M-V/def2-TZVPD) results for C5H6N2O in the gas phase.

Summary:
2S+1: 1
HOMO-LUMO gap (eV): 9.2
SMILES: CC(=O)n1ccnc1
M (g mol⁻¹): 110.1

Structure (XYZ):
```
14
Properties=species:S:1:pos:R:3:mulliken_charge:R:1
C 0.26208 2.17606 -0.87287 -1.29
C -0.01369 0.67528 -1.19209 0.75
O -0.18332 0.15776 -2.22219 -0.45
N 0.35219 -0.17431 -0.00019 0.10
C 0.02115 -1.60406 -0.00348 -0.61
C -0.18621 -1.66653 1.49177 -0.24
N -0.31093 -0.48196 2.12108 -0.63
C -0.01177 0.34818 1.06404 0.03
H -0.75272 2.50295 -0.42630 0.32
H 0.38431 2.55060 -1.83538 0.34
H 1.11905 2.06767 -0.23541 0.45
H -0.04843 -2.24647 -0.70842 0.53
H 0.07375 -2.59445 1.91696 0.40
H -0.02760 1.47798 1.29563 0.31
```

=====

Version iv
DFT (ωB97M-V/def2-TZVPD) results for C5H6N2O in the gas phase.

Summary:
2S+1: 1
HOMO-LUMO gap (eV): 8.5
SMILES: NC1=C/C(=C\O)N=C1
M (g mol⁻¹): 110.1

Structure (XYZ):
```
14
Properties=species:S:1:pos:R:3:mulliken_charge:R:1
N 2.17498 0.98549 -0.64544 -0.55
C 1.11040 0.10734 -0.39079 0.74
C -0.14798 0.20961 -0.88715 -0.71
C -0.86036 -0.56152 0.28130 0.30
C -2.10416 -0.80000 0.63198 0.23
O -3.13630 -0.52034 -0.24957 -0.48
N 0.00314 -0.74359 1.28687 -0.46
C 1.11483 -0.39104 0.93490 -0.46
H 2.34506 1.11423 -1.67513 0.24
H 3.05623 1.11105 0.15209 0.25
H -0.43458 1.09364 -1.68047 0.17
H -2.24204 -1.49834 1.51991 0.33
H -2.93562 -0.01548 -0.98397 0.30
H 2.05640 -0.09104 1.70548 0.13
```

=====

Here is how they stack up, most stable first: version ii, version i, version iii, version iv.

=====

Version i
DFT (ωB97M-V/def2-TZVPD) results for CH4ClN3 in the gas phase.

Summary:
2S+1: 1
HOMO-LUMO gap (spin up / spin down) (eV): 8.4 / 8.6
M (g mol⁻¹): 93.5

Structure (XYZ):
```
9
Properties=species:S:1:pos:R:3:mulliken_charge:R:1
C -0.17252 -0.74265 0.42227 -0.22
N -0.94074 0.13182 -0.39363 -0.13
N -0.47537 1.29502 0.17925 -0.45
N 1.01033 0.14059 0.77002 -0.23
Cl 2.22495 -0.01148 -0.41390 -0.10
H -0.68884 -0.78865 1.29607 0.17
H -0.00292 -1.69044 0.04134 0.41
H -1.03606 -0.14969 -1.39941 0.27
H 0.08116 1.81550 -0.50202 0.27
```

=====

Version ii
DFT (ωB97M-V/def2-TZVPD) results for CH4ClN3 in the gas phase.

Summary:
2S+1: 1
HOMO-LUMO gap (eV): 10.4
SMILES: [H]/N=C(/N)NCl
M (g mol⁻¹): 93.5

Structure (XYZ):
```
9
Properties=species:S:1:pos:R:3:mulliken_charge:R:1
H -0.80474 1.98762 0.10108 0.24
N 0.03668 1.40225 0.00428 -0.61
C 0.03307 0.17144 0.00653 0.45
N 1.44360 -0.56446 -0.00463 -0.54
N -1.00947 -0.56913 0.42540 -0.25
Cl -2.54351 -0.08972 -0.05680 -0.07
H 1.97095 0.17638 0.23335 0.25
H 1.73273 -0.99448 -0.87675 0.23
H -0.85930 -1.51990 0.16754 0.29
```

=====

Here is how they stack up, most stable first: version ii, version i.